# 1
98
Properties=species:S:1:pos:R:3:mulliken_charge:R:1 method="wB97M-V/def2-TZVPD" total_charge=+1 homo_lumo_gap_ha=0.2087 spin_multiplicity=1
C 1.0444 -4.5472 0.2344 -1.00
C 0.0585 -3.2691 0.2083 0.56
C -0.9259 -2.8807 1.3530 -0.81
C -1.7675 -1.5922 1.1659 -0.41
C -1.6931 -0.6605 -0.1097 0.14
C -2.6757 0.5988 -0.1093 0.84
C -3.2863 0.9908 -1.5423 -1.11
C -2.0452 1.9188 0.6324 -0.93
C -0.7055 -1.0490 -1.2582 0.21
O -0.6113 -0.2633 -2.4525 -0.47
C 0.4104 0.7487 -2.3576 -0.51
C 1.8963 0.1706 -2.1464 0.09
C 2.4568 -0.7813 -3.2800 -0.67
C 3.8885 -1.4001 -3.0795 -0.12
N 4.6554 -1.1016 -1.8832 0.23
C 4.2029 -0.2251 -0.8258 -0.23
C 2.8020 0.4549 -0.8904 0.50
P 2.0572 1.5870 0.4464 0.34
O 3.2235 2.0072 1.6341 -0.45
O 0.8366 0.7101 1.3138 -0.26
C 0.1307 -2.3593 -1.0443 -0.28
H 1.5393 -4.7187 1.2486 0.32
H 1.9044 -4.3313 -0.5114 0.19
H 0.5136 -5.4859 -0.1831 0.27
H -0.9943 -3.5440 2.2752 0.32
H -2.5160 -1.3379 2.0085 0.33
H -3.5777 0.3007 0.5537 0.09
H -3.5665 0.0147 -2.0883 0.32
H -2.4572 1.5078 -2.1380 0.17
H -4.1947 1.6978 -1.4239 0.27
H -2.7851 2.7770 0.3895 0.37
H -1.0076 2.1960 0.2442 0.14
H -2.0890 1.8146 1.7832 0.18
H 0.1593 1.5897 -1.5995 0.18
H 0.4282 1.2845 -3.3865 0.43
H 1.8240 -1.0211 -4.2114 0.37
H 4.3424 -2.1172 -3.8389 0.42
H 5.5830 -1.5641 -1.8069 0.01
H 4.8602 -0.0306 0.0902 0.13
H 4.0705 1.5750 1.3697 0.30
H 1.2056 0.5945 2.2251 0.27
H 0.8444 -2.6472 -1.8997 0.20
O 7.8688 -0.5866 -2.3495 -0.57
C 8.5115 -0.8043 -1.3440 0.89
O 7.9699 -1.5174 -0.3388 -0.31
C 8.7101 -2.0255 0.7862 -0.33
C 8.7793 -0.9998 1.8991 -1.11
C 9.8753 -0.2048 -1.1523 -1.24
H 9.6969 -2.3814 0.4827 0.37
H 8.1635 -2.9025 1.1415 0.33
H 9.3167 -0.1025 1.5847 0.30
H 9.2840 -1.4159 2.7735 0.39
H 7.7744 -0.6830 2.1904 0.28
H 9.7763 0.7752 -0.6825 0.30
H 10.3393 -0.0838 -2.1332 0.34
H 10.5486 -0.8330 -0.5725 0.37
O -4.7269 1.3574 2.2074 -0.53
C -5.8365 1.6390 1.8066 0.88
O -6.0474 1.8563 0.4968 -0.22
C -7.3484 1.9663 -0.1042 -0.54
C -7.8536 3.3932 -0.0501 -0.79
C -6.9746 1.8517 2.7646 -1.25
H -8.0509 1.2570 0.3398 0.38
H -7.2285 1.6668 -1.1489 0.31
H -7.9821 3.7307 0.9721 0.28
H -8.8107 3.4814 -0.5663 0.30
H -7.1352 4.0709 -0.5213 0.32
H -6.9965 2.8983 3.0727 0.25
H -6.8067 1.2253 3.6433 0.36
H -7.9422 1.5587 2.3621 0.38
O -9.7394 4.1376 1.5155 -0.57
C -10.4666 5.0147 1.9320 0.81
O -10.0292 6.2851 1.9891 -0.39
C -10.8722 7.4196 2.2438 -0.39
C -11.0076 7.6743 3.7312 -0.96
C -11.8267 4.6944 2.4859 -1.16
H -11.8396 7.3132 1.7476 0.36
H -10.3800 8.2764 1.7772 0.30
H -11.4933 6.8380 4.2386 0.27
H -11.5946 8.5771 3.9143 0.36
H -10.0229 7.7959 4.1894 0.30
H -11.7410 4.4813 3.5529 0.29
H -12.2062 3.8069 1.9753 0.32
H -12.5610 5.4797 2.3175 0.37
O 9.1239 -6.2072 0.3530 -0.57
C 8.7346 -6.0231 -0.7767 0.76
O 7.4811 -5.5781 -1.0016 -0.35
C 7.0060 -5.1134 -2.2726 -0.04
C 6.4692 -6.2593 -3.1059 -1.17
C 9.5948 -6.3785 -1.9572 -1.00
H 7.7739 -4.5388 -2.7964 0.33
H 6.1921 -4.4150 -2.0577 0.11
H 7.2510 -6.9842 -3.3411 0.30
H 6.0486 -5.8887 -4.0438 0.37
H 5.6906 -6.7973 -2.5594 0.31
H 9.4138 -7.4179 -2.2365 0.27
H 10.6413 -6.2652 -1.6671 0.32
H 9.4452 -5.7271 -2.8164 0.35


# 2
64
Properties=species:S:1:pos:R:3:mulliken_charge:R:1 method="wB97M-V/def2-TZVPD" smiles="O=NOC[C@H](CC(=O)I)OC(=O)F.COCCOCCOC.COCCOCCOC" total_charge=0 homo_lumo_gap_ha=0.3259 spin_multiplicity=1
O -4.6628 -0.7319 -1.0648 -0.27
N -4.3689 -0.1970 -2.0645 0.05
O -3.0244 0.1546 -2.0454 0.01
C -2.8717 1.3287 -2.8374 -0.69
C -1.4258 1.7915 -3.1982 0.28
C -0.7587 1.1145 -4.4396 -0.43
C -0.2885 -0.3558 -4.4559 -0.07
O 0.4376 -0.6336 -5.3418 -0.48
I -0.7826 -2.0266 -3.1958 0.11
O -0.5542 2.0727 -2.0859 -0.28
C -0.1439 1.0267 -1.3299 0.65
O -0.7265 0.7773 -0.3508 -0.39
F 0.9890 0.3099 -1.5175 -0.22
H -3.3361 2.1750 -2.2739 0.40
H -3.4220 1.2071 -3.8016 0.35
H -1.6295 2.8233 -3.5867 0.20
H -1.4722 1.2573 -5.2874 0.39
H 0.1213 1.7450 -4.7092 0.38
C 0.0933 4.2039 1.5209 -0.63
O 1.5038 4.2238 1.4449 -0.31
C 1.9793 3.7166 0.2074 -0.32
C 3.3876 4.2116 -0.0656 -0.52
O 3.4285 5.5456 -0.5649 -0.48
C 3.1796 6.5794 0.3833 -0.37
C 4.3424 6.8215 1.3280 -0.58
O 4.3563 5.8455 2.3600 -0.24
C 5.6155 5.7605 2.9927 -0.78
H -0.2869 3.1802 1.4299 0.23
H -0.1990 4.6059 2.4904 0.27
H -0.3416 4.8367 0.7385 0.29
H 1.3186 4.0249 -0.6121 0.28
H 1.9834 2.6200 0.2775 0.35
H 3.8106 3.5941 -0.8623 0.40
H 4.0331 4.0956 0.8061 0.19
H 2.2483 6.4045 0.9242 0.16
H 3.0389 7.4854 -0.2119 0.39
H 4.2314 7.8073 1.7982 0.43
H 5.2819 6.7917 0.7647 0.35
H 6.3863 5.4622 2.2733 0.32
H 5.5525 4.9958 3.7660 0.23
H 5.8838 6.7156 3.4567 0.32
C 0.3711 -7.9695 0.6121 -0.79
O -0.8483 -7.2592 0.5857 -0.21
C -1.8378 -7.8607 1.4091 -0.60
C -2.9111 -6.8517 1.7750 -0.34
O -2.5252 -5.9759 2.8299 -0.47
C -1.5911 -4.9549 2.4894 -0.42
C -2.2022 -3.8262 1.6799 -0.53
O -2.3245 -4.2032 0.3153 -0.25
C -3.2506 -3.3914 -0.3770 -0.85
H 0.2330 -8.9930 0.2454 0.32
H 1.0779 -7.4530 -0.0365 0.23
H 0.7827 -7.9873 1.6275 0.33
H -1.3840 -8.2586 2.3241 0.35
H -2.2896 -8.6844 0.8408 0.41
H -3.7713 -7.4043 2.1617 0.40
H -3.2549 -6.2930 0.9031 0.14
H -0.7095 -5.3722 2.0005 0.18
H -1.2607 -4.5395 3.4449 0.39
H -1.5482 -2.9461 1.7288 0.38
H -3.1847 -3.5716 2.0928 0.35
H -4.2498 -3.4897 0.0619 0.35
H -3.2944 -3.7372 -1.4105 0.38
H -2.9342 -2.3446 -0.3640 0.25